Entry 1:
This record from the Open Molecules 2025 dataset describes a cluster of 2 separate species, HN2O3P in total at a distorted geometry. The level of theory is ωB97M-V with the def2-TZVPD basis set.

Last column: Mulliken charge in e.
CARTESIAN COORDINATES (ANGSTROEM)
P1 3.215 -0.031 -0.270  -0.03
O1 0.838 1.132 0.408  -0.51
O2 -2.118 0.178 -0.324  -0.26
O3 -0.633 -1.399 0.198  -0.38
N1 1.846 0.527 0.064  0.53
N2 -1.759 -1.068 -0.233  0.29
H1 -1.390 0.661 0.158  0.35

Summary:
energy above the lowest of the compared OMol25 structures with the same formula, charge and spin	27.2	kJ/mol
DFT total energy	-18422.2534	eV
SMILES	[O-][N+]#P.O=NO
orbital gap	9.4	eV

Entry 2:
This record from the Open Molecules 2025 dataset describes a cluster of 2 separate species, C2H8N2O in total at a distorted geometry. The level of theory is ωB97M-V with the def2-TZVPD basis set.

Last column: Mulliken charge in e.
CARTESIAN COORDINATES (ANGSTROEM)
O1 -3.801 -0.986 -0.949  -0.51
N1 4.404 0.402 0.601  -0.43
N2 -2.915 -0.437 1.071  -0.39
C1 -3.408 -0.158 -0.176  0.15
C2 4.623 0.864 -0.733  -0.58
H1 -2.869 0.365 1.685  0.25
H2 -3.372 0.928 -0.407  0.26
H3 -3.234 -1.314 1.451  0.24
H4 3.521 0.195 1.019  0.17
H5 4.787 1.953 -0.778  0.22
H6 5.467 0.349 -1.182  0.21
H7 3.725 0.672 -1.325  0.27
H8 5.080 0.655 1.296  0.15

Summary:
energy above the lowest of the compared OMol25 structures with the same formula, charge and spin	117.0	kJ/mol
DFT total energy	-7231.1148	eV
SMILES	NC=O.CN
orbital gap	9.5	eV

Entry 3:
This record from the Open Molecules 2025 dataset describes the ion C8H14N2 with charge +2 at a distorted geometry. The level of theory is ωB97M-V with the def2-TZVPD basis set.

Last column: Mulliken charge in e.
CARTESIAN COORDINATES (ANGSTROEM)
N1 2.547 0.025 -0.009  -0.04
N2 -2.398 -0.207 -0.006  0.03
C1 3.234 -0.233 1.233  -0.82
C2 -1.542 0.702 -0.008  0.40
C3 3.276 -0.250 -1.220  -0.81
C4 -3.814 0.122 -0.003  -0.89
C5 -0.897 1.987 0.000  -0.13
C6 1.383 0.515 -0.021  0.96
C7 0.249 1.036 -0.015  -0.61
C8 -2.097 -1.619 -0.010  -0.76
H1 2.683 0.168 2.084  0.35
H2 3.364 -1.311 1.367  0.34
H3 4.114 0.445 -1.313  0.34
H4 -3.981 1.191 -0.132  0.34
H5 3.692 -1.259 -1.177  0.34
H6 2.643 -0.155 -2.100  0.35
H7 -0.992 2.584 0.911  0.28
H8 -4.311 -0.423 -0.807  0.36
H9 -2.655 -2.110 0.787  0.34
H10 -2.422 -2.059 -0.956  0.36
H11 4.228 0.217 1.207  0.33
H12 -4.261 -0.195 0.943  0.38
H13 -1.033 -1.802 0.121  0.28
H14 -1.009 2.630 -0.876  0.29

Summary:
net charge	+2
energy above the lowest of the compared OMol25 structures with the same formula, charge and spin	134.1	kJ/mol
DFT total energy	-11481.6695	eV
SMILES	C[N+](C)=C=C1CC1=[N+](C)C
orbital gap	9.2	eV

Entry 4:
This record from the Open Molecules 2025 dataset describes a structure of composition C17H28ReS4Si2. The level of theory is ωB97M-V with the def2-TZVPD basis set.

Last column: Mulliken charge in e.
CARTESIAN COORDINATES (ANGSTROEM)
Re1 0.395 0.333 -0.488  0.27
S1 0.590 -1.976 -1.600  0.08
S2 0.260 1.048 -2.742  -0.02
S3 3.058 2.458 -0.838  -0.21
S4 -2.083 -0.271 -0.798  -0.02
Si1 2.039 -0.522 1.041  0.25
Si2 -0.338 2.264 0.844  0.70
C1 -2.088 2.932 0.618  -1.39
C2 0.679 3.786 1.245  -1.27
C3 -2.300 -0.188 -2.598  -0.63
C4 0.208 -1.310 2.972  -0.88
C5 1.029 -0.262 -3.750  -0.80
C6 2.374 -2.372 0.990  -1.35
C7 0.584 -1.669 -3.414  -0.89
C8 -1.428 0.913 3.142  -0.89
C9 -1.006 -2.827 -1.376  -0.97
C10 -0.763 -1.245 3.951  -0.88
C11 -1.963 -2.068 -0.475  -0.75
C12 -1.500 0.955 -3.194  -0.93
C13 -1.589 -0.126 4.038  -0.72
C14 -0.397 0.920 2.194  0.96
C15 0.460 -0.225 2.104  0.87
C16 1.882 1.468 -0.543  0.04
C17 3.649 0.229 1.602  -1.26
H1 3.091 -2.607 0.199  0.38
H2 -3.358 -0.023 -2.803  0.57
H3 1.277 -2.396 -3.835  0.56
H4 1.482 -2.978 0.827  0.38
H5 -2.417 3.467 1.511  0.46
H6 4.377 0.195 0.789  0.39
H7 0.839 -0.033 -4.800  0.55
H8 -2.355 -0.075 4.801  0.41
H9 0.917 4.341 0.335  0.35
H10 -2.109 1.754 3.188  0.38
H11 4.041 -0.367 2.429  0.37
H12 -1.890 1.911 -2.837  0.38
H13 2.094 -0.125 -3.561  0.35
H14 0.814 -2.205 2.923  0.32
H15 -2.962 -2.503 -0.554  0.59
H16 2.837 -2.682 1.930  0.47
H17 -1.582 0.959 -4.281  0.55
H18 -0.401 -1.870 -3.824  0.41
H19 -1.660 -2.109 0.571  0.20
H20 1.621 3.559 1.744  0.36
H21 -1.441 -2.991 -2.360  0.52
H22 -2.077 3.669 -0.192  0.39
H23 0.094 4.440 1.895  0.36
H24 -0.879 -2.065 4.647  0.43
H25 -2.841 2.180 0.383  0.38
H26 -2.029 -1.146 -3.026  0.19
H27 3.561 1.264 1.929  0.38
H28 -0.794 -3.809 -0.955  0.56

Summary:
net charge	+1
DFT total energy	-79305.5883	eV
orbital gap	7.8	eV